44
Properties=species:S:1:pos:R:3:lowdin_charge:R:1 method="wB97M-V/def2-TZVPD" e_homo_ev=-3.0 orbital_gap_ev=6.6 de_lowest_ev=1.535 lumo_energy_ev=3.61 charge=-2
Ti -0.0208 0.1704 -0.0451 0.073
S 0.1400 -0.0965 2.3413 0.575
C 1.8677 0.0266 2.1566 -1.089
S 2.4545 -0.4461 0.6103 0.581
C 2.6905 0.4653 3.1749 -0.385
C 2.1847 0.8617 4.4472 -0.269
N 1.8031 1.1663 5.4921 0.122
C 4.1038 0.5399 3.0117 -0.273
N 5.2482 0.6133 2.8863 0.118
C 2.2670 2.5612 -3.3460 -0.085
C 0.8742 2.6329 -2.7114 -0.550
O 0.1006 3.6143 -3.3808 -0.071
P 0.0727 0.9761 -3.0525 0.523
O -1.3870 1.0622 -3.5606 -0.192
O 0.7470 0.4933 -4.4276 -0.115
O 0.3786 -0.0887 -2.0276 -0.423
P 1.0276 3.1776 -0.9082 0.322
O 2.5573 3.6779 -0.7856 -0.132
O 0.1302 4.3434 -0.7351 -0.325
O 0.9919 1.9312 -0.0462 -0.544
H 2.1828 2.3750 -4.4136 0.072
H 2.8614 1.7677 -2.8887 0.097
H 2.7759 3.5068 -3.1782 0.077
H -0.3539 4.1135 -2.6774 0.074
H -2.2355 1.2743 -3.0684 -0.094
H 0.0625 0.4088 -5.1029 0.091
H 2.5410 4.6354 -0.6639 0.080
Se -4.4146 0.8063 -2.7648 -0.081
Sb -3.7735 0.4242 -0.4620 -0.185
Se -1.8025 1.9032 -0.0645 0.246
Se -1.9685 -1.3602 -0.1323 -0.058
Se -5.4797 0.2970 1.2035 -0.216
Br 0.5022 -6.8811 0.4205 0.675
C 2.1225 -5.9056 0.2357 -0.740
C 3.2994 -6.6452 0.2498 -0.162
C 4.5174 -5.9996 0.1227 -0.104
C 4.5495 -4.6181 -0.0148 -0.088
C 3.3702 -3.8936 -0.0309 -0.148
C 2.1394 -4.5274 0.0958 -0.645
I 0.3403 -3.3392 -0.0036 0.931
H 3.2486 -7.7198 0.3601 0.086
H 5.4341 -6.5756 0.1330 0.095
H 5.4930 -4.0955 -0.1062 0.103
H 3.3954 -2.8157 -0.1213 0.031


30
Properties=species:S:1:pos:R:3:lowdin_charge:R:1 method="wB97M-V/def2-TZVPD" e_homo_ev=-9.4 orbital_gap_ev=9.8 smiles="CN(Cc1ccc(F)cc1Cl)S(=O)(=O)c1cccs1" lumo_energy_ev=0.44
C -0.2743 -0.4147 1.6477 -0.072
N -0.2828 -0.7557 0.2483 -0.290
C 0.3736 0.1755 -0.6427 -0.209
C 1.8683 0.0223 -0.5442 -0.230
C 2.4228 -1.2381 -0.7445 -0.010
C 3.7838 -1.4530 -0.6502 0.007
C 4.6014 -0.3766 -0.3512 -0.273
F 5.9302 -0.5622 -0.2566 0.068
C 4.0930 0.8913 -0.1439 -0.030
C 2.7217 1.0776 -0.2389 -0.597
Cl 2.1049 2.6694 0.0302 0.719
S -1.6958 -1.4276 -0.3136 0.598
O -2.0966 -2.4388 0.6133 -0.272
O -1.4875 -1.7683 -1.6869 -0.287
C -2.8841 -0.1119 -0.2286 -0.602
C -3.8134 0.1009 0.7421 -0.143
C -4.5472 1.2878 0.5283 -0.172
C -4.1483 1.9481 -0.5915 -0.386
S -2.8752 1.1331 -1.4129 1.051
H -0.8365 -1.1852 2.1688 0.085
H -0.7307 0.5655 1.8359 0.098
H 0.7528 -0.4050 2.0124 0.099
H 0.0482 -0.0894 -1.6520 0.119
H 0.0750 1.2097 -0.4270 0.079
H 1.7538 -2.0529 -0.9734 0.126
H 4.2139 -2.4290 -0.8059 0.120
H 4.7531 1.7113 0.0887 0.118
H -3.9615 -0.5811 1.5584 0.117
H -5.3329 1.6290 1.1772 0.106
H -4.5296 2.8682 -0.9875 0.066


34
Properties=species:S:1:pos:R:3:lowdin_charge:R:1 method="wB97M-V/def2-TZVPD" e_homo_ev=-13.2 orbital_gap_ev=7.1 lumo_energy_ev=-6.14 charge=+1
O -0.4536 2.5013 -0.3626 0.086
C -0.3266 1.2853 -0.0225 -0.338
O -0.8867 0.2893 -0.8622 0.067
C 0.4185 1.0109 1.3695 0.018
C 1.5755 1.9612 1.8510 0.112
C 2.2524 1.6699 3.2567 0.104
N 1.9033 0.5745 4.1290 -0.055
N 2.4319 0.2527 5.3595 0.076
C 3.5044 1.1217 5.8529 -0.285
O 3.4270 1.9855 6.7549 0.202
F 4.7935 1.0149 5.1936 0.059
C 3.0101 -1.1485 5.3822 -0.272
O 2.6658 -1.8734 6.3565 0.180
F 3.8486 -1.6013 4.3206 0.097
C 0.8092 -0.3179 3.6806 0.088
C 0.0531 -0.1753 2.3348 0.092
H -0.9060 0.7148 -1.7740 0.131
H 1.8807 2.8685 1.1965 0.149
H 3.0631 2.4131 3.5611 0.151
H 0.4736 -1.1896 4.3691 0.165
H -0.7638 -0.9321 2.0548 0.141
C -3.2586 -2.3692 -4.4025 -0.020
C -3.0403 -0.9839 -4.9713 -0.342
C -1.8379 -0.8821 -5.8618 -0.104
O -1.4810 0.4888 -5.7312 0.075
C -1.8999 0.8798 -4.4958 -0.530
O -1.5817 1.9125 -3.9627 0.145
O -2.7247 -0.0531 -3.9385 0.077
H -4.0876 -2.3623 -3.6897 0.090
H -3.4813 -3.0886 -5.1932 0.095
H -2.3767 -2.7127 -3.8535 0.090
H -3.9478 -0.6344 -5.4754 0.165
H -2.0635 -1.1287 -6.9009 0.147
H -0.9930 -1.4917 -5.5253 0.143


34
Properties=species:S:1:pos:R:3:lowdin_charge:R:1 method="wB97M-V/def2-TZVPD" e_homo_ev=-8.2 orbital_gap_ev=8.1 de_lowest_ev=8.356 lumo_energy_ev=-0.17
C 2.0219 -0.1906 -0.7513 -0.043
C 0.7876 -0.6713 -0.8731 -0.260
C 0.1653 -0.8055 -2.1071 0.036
C 0.7016 -0.1813 -3.2505 -0.140
C 1.9096 0.3993 -3.1071 -0.044
C 2.6191 0.4538 -1.8685 0.009
N -0.0541 -0.1570 -4.5715 -0.321
O -1.2490 -0.3218 -4.6395 0.083
O 0.6920 0.0848 -5.5422 0.043
H 2.5176 -0.1127 0.2051 0.116
H 0.3611 -1.0275 0.0529 0.109
H -0.8116 -1.2659 -2.1169 0.120
H 2.2119 0.9585 -3.9802 0.108
H 3.5926 0.9143 -1.7881 0.101
C 1.6614 -0.0510 3.2507 -0.083
C 1.0774 -0.6599 2.0045 -0.346
O 0.0322 -1.4810 2.4929 0.175
C 0.3265 -1.7159 3.7618 -0.495
O -0.2955 -2.4413 4.5360 0.140
O 1.5075 -1.0939 4.1393 0.085
F 1.9679 -1.3844 1.3103 0.056
H 1.0193 0.7875 3.5206 0.151
H 2.6478 0.2188 2.8734 0.155
H 0.6088 0.0763 1.3514 0.069
C -3.4044 0.3457 0.6669 -0.040
C -2.9818 1.8369 0.4273 -0.301
O -1.6080 1.8135 0.0461 0.186
C -1.1236 0.5780 0.2438 -0.352
O 0.0603 0.3365 0.1673 0.031
O -2.1524 -0.2898 0.6608 0.093
F -3.2048 2.4464 1.5642 0.108
H -4.1802 -0.0541 0.0138 0.139
H -3.8948 0.2559 1.6362 0.141
H -3.5292 2.3986 -0.3296 0.171


31
Properties=species:S:1:pos:R:3:lowdin_charge:R:1 method="wB97M-V/def2-TZVPD" e_homo_ev=-15.0 orbital_gap_ev=6.2 de_lowest_ev=1.396 lumo_energy_ev=-8.76 charge=+2
Ir -0.2358 -0.1494 -0.6777 0.887
N -2.6940 -2.7867 1.9950 0.144
C -1.9004 -1.8930 1.4294 -0.784
S -1.9835 -1.7395 -0.3285 0.607
N -1.1328 -1.1418 2.1608 0.005
N -0.3588 -0.2763 1.5237 -0.146
C 0.2980 0.6106 2.1796 -0.015
C 1.0833 1.5712 1.4357 -0.258
C 1.9494 2.4632 2.0452 0.034
C 2.6427 3.3729 1.2574 0.008
C 2.4301 3.3734 -0.1111 0.000
C 1.5568 2.4420 -0.6534 -0.089
N 0.9079 1.5543 0.1028 -0.068
H -3.3373 -3.3396 1.4535 0.116
H -2.6878 -2.8987 2.9974 0.137
H 0.2369 0.6527 3.2609 0.157
H 2.0759 2.4395 3.1189 0.137
H 3.3400 4.0680 1.7049 0.135
H 2.9334 4.0787 -0.7566 0.130
H 1.3758 2.4242 -1.7191 0.117
I -0.3346 -0.6064 -3.4110 1.153
C 1.1574 -1.8353 -2.5498 -0.698
C 1.8347 -2.8251 -3.2169 -0.058
C 2.8329 -3.4900 -2.5088 0.011
C 3.1033 -3.1283 -1.1973 0.004
C 2.3450 -2.1354 -0.6029 -0.066
N 1.3762 -1.5110 -1.2758 -0.135
H 1.5995 -3.0828 -4.2397 0.128
H 3.3948 -4.2797 -2.9896 0.139
H 3.8880 -3.6120 -0.6342 0.134
H 2.5047 -1.8241 0.4203 0.134


25
Properties=species:S:1:pos:R:3:lowdin_charge:R:1 method="wB97M-V/def2-TZVPD" e_homo_ev=-8.8 orbital_gap_ev=9.0 smiles=Cc1ncccc1Oc1ccccc1 de_lowest_ev=6.238 lumo_energy_ev=0.27
C -2.7165 -2.0156 0.6218 -0.051
C -2.2938 -0.6458 0.0693 -0.307
N -3.3012 0.2124 0.1806 0.094
C -3.1078 1.4916 -0.1474 -0.199
C -1.8865 2.0531 -0.2279 -0.039
C -0.9502 1.0239 -0.8266 0.022
C -1.0922 -0.2870 -0.4470 -0.299
O -0.0801 -1.2238 -0.7079 0.004
C 1.1481 -0.7969 -0.1677 -0.312
C 1.3378 0.0340 0.9626 -0.023
C 2.6386 0.6006 1.2029 -0.067
C 3.7934 0.6677 0.3379 -0.112
C 3.5629 -0.1076 -0.6776 -0.134
C 2.2752 -0.8197 -0.9746 -0.008
H -1.7131 -2.4592 0.9943 0.077
H -3.0253 -2.6525 -0.3206 0.100
H -3.6306 -2.1856 1.5419 0.160
H -4.0365 1.9467 -0.3913 0.100
H -1.6385 3.0691 -0.8620 0.149
H 0.2223 1.0999 -1.2533 0.192
H 0.4392 0.5188 1.5734 0.161
H 2.7636 1.0272 2.1354 0.063
H 4.7527 1.0809 0.7263 0.127
H 4.5352 -0.3858 -1.2027 0.122
H 2.0033 -1.2466 -2.1399 0.181


25
Properties=species:S:1:pos:R:3:lowdin_charge:R:1 method="wB97M-V/def2-TZVPD" e_homo_ev=-8.5 orbital_gap_ev=9.1 smiles="CCc1cc2c(o1)C(C#N)=CCC=C2" de_lowest_ev=3.597 lumo_energy_ev=0.55
C -1.3939 0.8652 3.5757 -0.108
C -1.0845 1.8717 2.4271 -0.190
C -0.2941 1.2157 1.3440 -0.196
C 1.0331 0.8538 1.0903 0.054
C 1.0627 -0.0220 -0.0669 -0.176
C -0.2402 -0.0239 -0.4563 -0.161
O -1.0826 0.5974 0.3244 0.080
C -0.7896 -1.0645 -1.6941 -0.093
C -1.9735 -1.7534 -1.3023 -0.202
N -2.9678 -2.2939 -1.0924 0.157
C -0.0598 -1.2899 -2.7845 -0.069
C 1.1811 -0.5362 -3.1348 -0.190
C 2.1596 -1.0198 -2.0954 -0.104
C 2.1549 -0.6326 -0.7909 -0.060
H -1.9674 0.0006 3.0843 0.101
H -2.3436 1.1959 4.0925 0.066
H -0.6956 0.7253 4.4544 0.088
H -0.4648 2.7452 2.7342 0.118
H -2.0728 2.3158 2.0998 0.132
H 1.8663 1.0030 1.7025 0.097
H -0.4058 -1.9585 -3.5675 0.123
H 0.9557 0.5416 -2.9577 0.127
H 1.3391 -0.6306 -4.3029 0.151
H 3.0024 -1.6735 -2.4672 0.117
H 3.0812 -1.0322 -0.2163 0.139


27
Properties=species:S:1:pos:R:3:lowdin_charge:R:1 method="wB97M-V/def2-TZVPD" e_homo_ev="-19.7 / -19.7" multiplicity=3 orbital_gap_ev="6.7 / 6.5" lumo_energy_ev="-12.99 / -13.17" charge=+3
C 3.5545 -0.9607 0.0089 0.031
N 2.1125 -0.6738 0.1246 0.028
C 1.4964 0.0907 -0.9278 -0.151
C 0.2376 0.7252 -0.3337 -0.151
C 0.0708 2.0818 -0.1273 -0.103
C -1.0849 2.5762 0.4617 0.028
C -2.0502 1.7067 0.8322 0.079
C -1.9086 0.3622 0.6320 -0.023
C -0.7423 -0.1355 0.0585 -0.047
C -0.6047 -1.5436 -0.1156 -0.225
O 0.4892 -2.1410 -0.0152 0.243
C -1.8140 -2.2651 -0.3639 0.097
C -2.9363 -1.7943 0.2037 0.121
C -2.9317 -0.5968 0.9939 -0.276
O -3.7555 -0.3899 1.9047 0.223
H 3.6823 -2.0012 -0.2430 0.122
H 4.0009 -0.8470 0.9800 0.115
H 4.0486 -0.3348 -0.7184 0.097
H 1.8946 -0.2096 0.9980 0.165
H 1.1723 -0.5479 -1.7368 0.158
H 2.1704 0.8550 -1.4048 0.053
H 0.8218 2.8518 -0.3782 -0.004
H -1.2416 3.6223 0.6248 0.148
H -2.9474 2.0535 1.2996 0.161
H -1.7728 -3.1344 -0.9853 0.155
H -3.8641 -2.3100 0.0602 0.163
Tm 1.9024 2.9600 -1.8328 1.791